{
  "formula": "C15H40OP2PtSi",
  "method": "wB97M-V/def2-TZVPD",
  "elements": ["H", "H", "C", "C", "C", "H", "H", "H", "H", "H", "H", "H", "H", "C", "H", "H", "H", "Si", "C", "C", "H", "O", "H", "H", "C", "C", "H", "H", "C", "P", "H", "H", "H", "H", "C", "Pt", "H", "C", "H", "H", "H", "H", "C", "H", "C", "H", "H", "H", "H", "H", "P", "C", "C", "H", "H", "H", "H", "H", "H", "H"],
  "positions_angstrom": [[-1.88155, -0.09280, 2.47372], [1.40346, 1.94942, 3.71935], [2.16554, -0.83033, 2.79263], [-0.29772, 3.70379, -0.21183], [-1.80296, -1.05279, 2.98981], [-2.69777, 1.27624, -1.32749], [3.66039, 0.74873, 0.77987], [2.91509, -1.37091, 2.21035], [2.21893, 3.29165, -1.09447], [-1.26168, 0.19091, -4.07494], [-3.36499, -1.22335, 0.85080], [2.65458, -0.39015, 3.67161], [-0.59288, -3.49522, 3.26401], [-1.56552, -3.54492, 2.73511], [-3.92141, -2.54233, 1.89069], [-0.53964, -2.74565, -2.51632], [-1.52742, -4.36400, 1.99520], [1.99995, -1.31966, -1.04396], [-1.80488, -2.21453, 1.99698], [0.62374, 3.89897, -1.35505], [2.99378, -1.83244, 0.01528], [1.45920, 2.92587, -1.75494], [-3.49089, -0.30321, -1.03228], [-0.04925, 1.15937, -3.14967], [0.42200, 5.08353, -2.21343], [2.98492, -0.07413, -2.09929], [-2.64753, -1.11050, 3.69018], [-2.34378, -3.80329, 3.48065], [-0.61794, -2.12006, 1.07103], [-1.18129, -0.53886, -1.78958], [2.70593, 2.23349, 0.55803], [3.48321, 0.73005, -1.54817], [-3.25619, 0.26852, -2.72047], [0.76909, 4.73800, -3.19784], [-0.45455, 0.15356, -3.32691], [0.09446, -0.56408, 0.10692], [0.34952, -0.50478, -3.67657], [2.92360, 1.41007, 1.24582], [1.53260, -2.40121, -1.99889], [0.26767, 2.49470, 2.47364], [1.41062, -1.54632, 3.12904], [-2.14806, -2.24581, -3.16733], [-2.82515, 0.25206, -1.70622], [-3.13512, -2.90429, 0.35879], [0.66584, 1.60761, 2.97643], [2.41925, 0.37400, -2.92248], [-0.85191, 2.75539, -0.35386], [-0.16185, 1.13496, 3.51692], [1.07214, 5.88996, -1.83102], [-0.98066, 4.55204, -0.09304], [1.41611, 0.47135, 1.74212], [-3.12046, -2.22258, 1.21356], [-1.49877, -2.26704, -2.27973], [-0.64107, 5.44297, -2.23617], [-0.28142, -3.08175, 0.62296], [-1.98587, -2.80369, -1.45683], [3.76879, -0.70514, -2.52948], [3.37980, 1.87292, 2.13091], [0.10521, 3.66304, 0.78133], [-0.89430, -1.03392, 3.60388]],
  "lowdin_charge": [0.06, 0.05, -0.27, -0.06, -0.10, 0.03, 0.03, 0.02, 0.17, 0.05, 0.06, 0.05, 0.08, -0.08, 0.08, 0.02, 0.08, 0.36, -0.70, -0.49, -0.08, -0.04, 0.03, 0.03, -0.07, -0.32, 0.09, 0.08, -0.34, 0.56, 0.01, 0.00, 0.04, 0.08, -0.26, 0.59, 0.04, -0.26, -0.08, 0.02, 0.03, 0.05, -0.26, 0.07, -0.26, 0.00, 0.06, 0.02, 0.08, 0.08, 0.61, -0.07, -0.27, 0.09, 0.04, 0.02, 0.01, 0.05, 0.04, 0.06],
  "e_lumo_ev": [0.4816, -0.0651],
  "gap_ev": [5.625, 8.199],
  "spin_multiplicity": 5
}